[1]
Entry from OMol25: a molecular structure, C44H36N9O3PPbS2 in a non-equilibrium geometry (ωB97M-V/def2-TZVPD).

Geometry as XYZ:
```
96
Properties=species:S:1:pos:R:3:forces:R:3:mulliken_charge:R:1
Pb -0.28162 0.21473 -0.11624 0.13 0.18 -0.04 2.9210
O 2.77063 0.16862 -0.00061 -0.24 -0.16 -0.40 -0.2976
S 2.71002 -1.12218 0.69349 0.59 -0.13 0.19 1.1507
O 3.37015 -2.20328 0.00787 -0.02 -0.18 0.18 -0.7970
O 1.34167 -1.42367 1.17085 0.09 -0.15 -0.19 -0.5291
C 3.61418 -0.69632 2.17139 -0.36 0.47 -0.13 0.1217
C 4.76693 -1.31816 2.60890 -0.13 -0.12 -0.12 -0.4031
C 5.51665 -0.70936 3.60426 0.03 0.00 0.02 -0.5686
C 5.10228 0.49745 4.15026 0.07 0.01 0.10 -0.8010
C 3.91167 1.08564 3.74904 -0.05 -0.16 -0.16 -0.3615
C 3.15713 0.49598 2.73995 0.14 -0.17 -0.14 -0.8057
P 1.58613 1.26431 2.11483 0.42 0.72 1.47 1.0262
C 0.89705 1.46717 3.82290 -0.16 0.00 -0.16 0.5409
C 0.77822 2.63098 4.57426 0.03 -0.08 0.00 -0.2072
C 0.20151 2.58850 5.83792 -0.02 0.05 0.01 -0.6944
C -0.26070 1.39017 6.35896 -0.05 0.03 0.06 -0.6691
C -0.13463 0.22033 5.62119 0.05 -0.04 -0.03 -0.4359
C 0.44053 0.26136 4.36263 0.00 0.12 -0.01 -1.1187
C 2.15476 2.95561 1.72947 -0.12 -0.05 -0.16 0.3215
C 1.18174 3.95683 1.66188 0.08 -0.10 -0.06 -0.5646
C 1.52020 5.24748 1.28725 -0.05 0.00 -0.03 -0.7827
C 2.83351 5.54413 0.94850 0.06 0.03 0.01 -0.6462
C 3.79765 4.54606 0.97650 0.04 0.00 -0.08 -0.7258
C 3.46388 3.25554 1.36201 -0.12 0.02 0.03 -0.6590
H 5.06979 -2.24872 2.14761 0.07 0.02 -0.04 0.5433
H 6.44075 -1.16348 3.93545 0.02 -0.02 0.03 0.3901
H 5.71889 0.99305 4.88911 -0.02 -0.04 0.07 0.4180
H 3.58950 2.01941 4.19259 -0.02 0.00 0.04 0.4738
H 1.14580 3.57257 4.18663 -0.02 0.01 0.00 0.4356
H 0.11233 3.50100 6.41461 0.00 -0.01 0.01 0.4210
H -0.72574 1.36942 7.33618 0.02 -0.01 0.02 0.3800
H -0.49174 -0.72050 6.02055 0.00 -0.01 0.02 0.4623
H 0.53454 -0.63744 3.76047 -0.03 -0.08 0.09 0.4131
H 0.15686 3.71144 1.92180 -0.03 0.08 -0.04 0.5353
H 0.76054 6.01774 1.25345 -0.01 0.02 0.01 0.4579
H 3.10707 6.55346 0.67011 -0.01 0.01 -0.05 0.4005
H 4.81648 4.76717 0.68386 0.01 0.03 0.04 0.4276
H 4.21471 2.47735 1.37988 0.03 0.00 -0.04 0.3836
S -3.37823 -3.27603 -1.70700 0.20 0.16 0.06 -0.4426
C -2.64409 -2.68277 -3.16330 0.06 0.20 0.12 0.8211
C -2.69528 -3.21304 -4.44479 0.01 -0.05 -0.03 -0.6343
C -2.02694 -2.54370 -5.45263 -0.10 -0.08 0.03 -0.6054
C -1.33623 -1.35838 -5.18893 0.03 0.11 -0.04 -0.7774
C -1.27822 -0.83278 -3.91441 -0.09 0.06 0.14 -0.2997
C -1.93254 -1.50458 -2.88308 -0.26 -0.41 -0.39 -0.6368
N -1.96673 -1.12645 -1.56115 -0.19 0.15 0.33 0.3458
C -2.66729 -1.93033 -0.82737 -0.26 -0.34 -0.65 0.1251
C -2.87532 -1.73812 0.60189 0.19 0.28 0.45 2.6317
C -3.93196 -2.38595 1.25012 0.15 0.06 -0.17 -1.0342
C -4.18527 -2.11765 2.58098 -0.01 -0.08 0.10 -0.8366
C -3.37919 -1.20976 3.25571 -0.03 -0.01 -0.01 -0.9244
C -2.32931 -0.58355 2.59848 0.26 0.16 -0.08 -0.0269
C -2.01904 -0.82430 1.25717 -0.27 -0.36 -0.18 -2.1216
H -3.24174 -4.12597 -4.63761 0.00 -0.01 -0.07 0.4217
H -2.04991 -2.93985 -6.45882 0.00 0.01 -0.02 0.3967
H -0.85006 -0.83987 -6.00482 0.06 0.00 0.02 0.4417
H -0.74832 0.08326 -3.68652 0.06 0.03 -0.07 0.5002
H -4.56149 -3.07572 0.69890 -0.05 0.00 0.06 0.4045
H -5.00343 -2.60912 3.09075 -0.01 0.00 0.00 0.3759
H -3.56726 -0.98632 4.29937 -0.02 0.00 0.00 0.4967
H -1.73335 0.12656 3.15868 0.00 0.01 0.04 0.5010
N 1.96496 3.24896 -2.28706 -0.11 0.16 0.20 -0.1487
C 2.36162 2.08921 -2.85171 0.00 -0.25 -0.54 0.2698
N 3.43924 2.14570 -3.63148 0.18 0.22 0.11 -0.7452
C 3.79431 0.98351 -4.16540 -0.34 -0.03 0.05 0.1623
N 4.79502 0.98705 -5.07377 -0.01 -0.02 0.04 -0.3696
N 3.22126 -0.18981 -3.88252 0.16 -0.12 -0.06 -0.5942
C 2.15350 -0.12940 -3.09474 0.25 0.33 -0.08 -0.5740
N 1.61298 0.99240 -2.64971 -0.28 -0.03 0.55 0.4367
C 1.61681 -1.46286 -2.69015 -0.12 -0.89 0.22 1.0812
C 2.11745 -2.56128 -3.38957 -0.10 0.15 -0.05 -0.8152
C 1.76594 -3.83958 -3.01079 -0.01 -0.05 0.05 -0.9732
C 0.95658 -4.00198 -1.90407 -0.11 -0.11 -0.01 -1.2345
C 0.49928 -2.87224 -1.25749 -0.04 0.19 0.08 -0.3225
N 0.78502 -1.63031 -1.64224 0.75 0.17 -0.76 1.1445
H 2.64081 3.99429 -2.30873 -0.01 -0.01 0.03 0.3304
H 1.38673 3.18626 -1.46584 -0.01 -0.01 0.08 -0.0451
H 5.33999 1.82597 -5.15646 0.05 -0.03 -0.02 0.2695
H 5.19384 0.10095 -5.32536 0.05 0.02 -0.01 0.2513
H 2.78989 -2.37618 -4.21113 -0.02 -0.07 -0.01 0.5654
H 2.13913 -4.69909 -3.55142 0.03 0.01 -0.02 0.4577
H 0.68284 -4.98186 -1.53944 -0.01 0.00 0.03 0.5525
H -0.10150 -2.95169 -0.35971 -0.05 -0.07 -0.01 0.4102
N -3.86205 1.58886 0.23380 0.02 -0.07 0.04 -0.3570
C -3.18810 2.51124 -0.49318 0.18 0.33 -0.44 0.4130
C -3.72926 3.79848 -0.68690 0.02 0.04 0.08 -0.8668
C -3.07247 4.68598 -1.50312 -0.01 -0.16 0.03 -0.4291
C -1.91428 4.27371 -2.15850 0.16 0.06 -0.16 -0.9394
C -1.45129 2.99938 -1.91622 -0.05 0.01 0.14 -0.5659
N -2.02841 2.14273 -1.06707 -0.82 0.10 0.15 0.2428
H -4.63228 1.88416 0.80483 0.04 -0.04 0.06 0.2447
H -3.38307 0.73589 0.47863 -0.05 -0.07 0.11 -0.0402
H -4.65319 4.06666 -0.19145 -0.01 0.02 0.01 0.3901
H -3.45915 5.68565 -1.65170 -0.04 0.00 0.01 0.4185
H -1.38645 4.92668 -2.83786 0.02 -0.01 -0.03 0.4941
H -0.57489 2.61479 -2.42005 0.16 0.04 -0.01 0.6068
```
Positions in Å, forces in eV/Å.

Calculated total energy: -101976.465 eV

=====

[2]
Entry from OMol25: a molecular structure, C29H46F21N2NbO14P in a non-equilibrium geometry (ωB97M-V/def2-TZVPD).

Geometry as XYZ:
```
114
Properties=species:S:1:pos:R:3:forces:R:3:mulliken_charge:R:1
N 1.06420 -3.99556 -1.66236 -0.01 0.25 0.10 -0.6332
P 1.55144 -3.00746 -2.83628 -0.53 0.00 -0.72 0.1864
Nb -0.00234 -0.87968 -2.69052 -2.30 -0.09 0.99 -0.8517
C -1.71130 -2.39346 -2.85874 0.61 -0.49 0.50 -0.6242
N -2.82114 -1.92676 -1.98032 0.25 -0.10 0.02 -0.4945
H 1.81989 -4.20418 -1.01934 -0.05 0.00 0.06 0.1774
H 1.45492 -3.65575 -4.10123 0.43 -0.04 -0.04 -0.0329
H 2.92588 -2.71200 -2.75865 0.20 -0.05 -0.26 0.0257
H -0.09134 -0.86631 -0.82924 0.28 0.62 0.07 0.0952
H 1.47813 0.17724 -2.48843 0.56 -0.69 0.17 0.2474
H 0.21257 -0.69609 -4.50911 0.35 0.47 0.04 -0.0302
H -1.08606 0.57718 -2.88101 0.36 -0.17 -0.72 0.0190
H -1.37714 -3.39737 -2.59160 -0.02 -0.28 -0.06 0.3195
H -2.06347 -2.42098 -3.89032 0.03 0.19 -0.25 0.3187
H -2.47037 -1.86522 -1.03070 -0.09 -0.15 -0.21 0.0911
H -3.54793 -2.63631 -1.94506 -0.09 0.05 -0.05 0.2241
C 4.26306 3.99184 -1.30634 0.13 -0.01 -0.18 -1.1683
C 3.11503 4.58985 -2.08802 -0.04 0.35 0.40 -0.0799
O 3.39307 4.61392 -3.51161 -0.14 -0.28 0.01 -0.3410
C 3.15152 3.41515 -4.05220 -0.01 0.13 0.15 0.3162
O 2.81521 2.44052 -3.45446 0.13 -0.08 -0.56 -0.4427
C 3.32463 3.47333 -5.58755 0.00 0.01 0.26 0.8583
F 4.44066 4.14719 -5.92238 -0.04 -0.08 -0.04 -0.2614
F 2.28332 4.11345 -6.14115 0.05 -0.01 -0.03 -0.2696
F 3.39881 2.25698 -6.09974 0.01 0.00 -0.07 -0.2392
H 5.18204 4.54784 -1.49804 0.00 0.05 0.05 0.3815
H 4.04414 4.03102 -0.24013 -0.03 0.01 0.02 0.3434
H 4.42472 2.95337 -1.58763 -0.06 -0.03 0.06 0.2969
H 2.94454 5.62428 -1.79636 0.09 0.09 -0.21 0.3402
H 2.19404 4.03784 -1.93785 -0.01 -0.03 0.03 0.2445
C -2.37099 -0.52600 0.87779 0.15 0.07 -0.06 -1.2868
C -2.05172 0.67222 1.73910 -0.38 -0.21 0.13 -0.2922
O -0.64882 1.01582 1.68120 -0.08 0.11 0.01 -0.3255
C -0.28634 1.72939 0.62850 0.17 -0.17 -0.07 0.5096
O -0.97317 2.14507 -0.25496 -0.03 0.17 0.19 -0.5743
C 1.23534 2.01456 0.69113 -0.41 -0.52 -0.05 0.7590
F 1.93368 0.94250 1.06692 0.04 0.15 0.05 -0.2467
F 1.48125 2.99879 1.58810 0.06 0.05 -0.10 -0.3101
F 1.65469 2.40168 -0.49975 0.25 0.21 0.04 -0.2099
H -1.74221 -1.36674 1.16643 0.00 -0.04 0.04 0.4381
H -3.41581 -0.80335 1.01695 -0.08 0.04 0.02 0.5071
H -2.19729 -0.32730 -0.17962 -0.07 0.30 0.27 0.5344
H -2.24563 0.44730 2.78607 0.16 0.04 0.06 0.1322
H -2.64832 1.53933 1.45926 0.09 0.07 -0.09 0.3463
C 0.53471 -4.27810 5.54338 -0.22 0.01 -0.06 -0.8613
C -0.05177 -5.07372 4.40050 0.24 -0.08 0.01 -0.4532
O -1.47671 -4.84086 4.27369 0.07 -0.06 -0.03 -0.3401
C -1.81477 -3.72154 3.65839 -0.10 0.17 -0.10 0.3127
O -1.09348 -2.87797 3.21478 -0.07 -0.14 0.13 -0.4875
C -3.35763 -3.63087 3.53958 0.39 0.01 0.04 0.9221
F -3.96138 -3.96756 4.68842 -0.06 0.03 -0.02 -0.2701
F -3.78999 -4.45954 2.58283 -0.09 0.03 0.01 -0.2921
F -3.70543 -2.38910 3.22720 -0.20 0.01 0.00 -0.1922
H 0.01388 -4.49883 6.47528 0.03 -0.06 0.02 0.3000
H 1.58739 -4.52773 5.66356 -0.03 -0.02 -0.04 0.3006
H 0.44774 -3.21100 5.34654 0.09 0.01 -0.01 0.3244
H 0.03702 -6.14419 4.56590 -0.10 -0.02 0.04 0.3403
H 0.43386 -4.83104 3.45730 -0.08 0.08 -0.06 0.3544
C 5.05305 6.81701 -7.63846 0.03 0.16 0.22 -1.0171
C 6.11765 7.63008 -8.33547 -0.12 -0.18 -0.28 -0.2961
O 6.62184 8.69089 -7.48649 -0.04 -0.05 -0.06 -0.3145
C 7.54882 8.35014 -6.61230 0.16 0.04 0.16 0.3526
O 8.04239 7.27529 -6.43383 -0.10 0.11 -0.07 -0.5064
C 7.99102 9.60907 -5.82023 -0.09 -0.28 -0.15 0.8928
F 6.94076 10.33688 -5.43190 0.05 0.05 0.04 -0.2465
F 8.76880 10.37504 -6.60231 -0.01 0.05 0.06 -0.2568
F 8.68691 9.25650 -4.74699 0.03 0.08 0.03 -0.2379
H 4.24878 7.46541 -7.29100 -0.05 -0.01 -0.05 0.3154
H 4.63516 6.08188 -8.32409 0.01 -0.02 -0.03 0.3859
H 5.45695 6.29055 -6.77720 0.05 -0.05 -0.02 0.2954
H 5.71491 8.14641 -9.20318 0.00 0.11 0.04 0.3062
H 6.94913 7.00988 -8.66514 0.09 0.01 0.11 0.3399
C -2.32539 -5.58276 -4.95964 -0.03 0.09 -0.28 -1.1520
C -3.68866 -5.44903 -4.33095 0.18 -0.07 0.35 -0.0308
O -4.66356 -4.92042 -5.27016 0.08 -0.01 0.09 -0.2937
C -5.20537 -5.78068 -6.09931 -0.16 -0.10 -0.19 0.3208
O -5.01375 -6.96105 -6.18888 0.02 0.16 0.06 -0.5310
C -6.24252 -5.04864 -6.99261 0.21 -0.19 0.15 0.9279
F -5.76685 -3.89264 -7.45604 -0.07 0.02 -0.04 -0.2428
F -7.34981 -4.79565 -6.27652 -0.02 0.03 -0.07 -0.2561
F -6.57962 -5.81493 -8.02766 -0.06 0.06 -0.02 -0.2476
H -2.00811 -4.62042 -5.35987 0.08 0.02 0.07 0.2731
H -1.60315 -5.89584 -4.20732 0.01 0.03 0.05 0.3664
H -2.32893 -6.31046 -5.77105 -0.03 -0.06 0.04 0.4045
H -3.66570 -4.72713 -3.51897 -0.05 0.12 -0.07 0.1232
H -4.05394 -6.39721 -3.94064 -0.08 -0.05 -0.11 0.3552
C 3.49602 1.97995 6.69616 0.10 -0.17 -0.09 -1.0857
C 2.41319 1.15877 7.35639 -0.09 0.27 0.06 -0.2659
O 2.51402 -0.23687 6.98832 -0.02 0.07 0.04 -0.2423
C 3.38727 -0.96355 7.65586 0.10 -0.18 0.03 0.2241
O 4.11162 -0.62492 8.54719 -0.11 0.02 -0.11 -0.5370
C 3.32464 -2.42264 7.13397 0.12 0.31 0.05 1.0274
F 3.29042 -2.45485 5.80080 0.01 -0.09 0.02 -0.2426
F 2.21574 -3.01116 7.60395 0.01 -0.04 0.07 -0.2457
F 4.37863 -3.11772 7.54912 -0.03 -0.02 0.01 -0.2632
H 3.46561 1.84790 5.61522 -0.04 0.05 -0.02 0.3067
H 3.34729 3.03467 6.92285 -0.02 0.02 0.01 0.3736
H 4.48246 1.68449 7.05028 0.00 0.02 0.06 0.3201
H 1.42682 1.45958 7.01413 -0.02 -0.08 -0.07 0.3141
H 2.44244 1.24524 8.44107 0.08 -0.09 0.04 0.3266
C -8.01117 -2.34174 6.08829 0.18 0.01 -0.07 -1.0703
C -7.77790 -1.17384 7.01907 -0.24 -0.09 0.07 -0.2365
O -6.39487 -0.75296 6.99791 -0.09 0.00 0.02 -0.3154
C -6.04645 0.03728 5.99677 0.15 0.10 -0.10 0.3069
O -6.73728 0.45542 5.11486 0.02 -0.07 0.14 -0.5196
C -4.54730 0.40856 6.13159 -0.24 -0.19 -0.07 0.9899
F -3.81148 -0.66457 6.43764 0.05 0.06 0.00 -0.2554
F -4.39414 1.31506 7.10979 0.05 0.01 -0.04 -0.2846
F -4.10265 0.92133 4.99512 0.10 0.09 0.01 -0.2224
H -7.33908 -3.16343 6.33414 -0.03 -0.03 0.03 0.2794
H -9.03881 -2.68991 6.18370 -0.03 0.00 0.01 0.3767
H -7.83661 -2.05709 5.05221 -0.04 0.03 -0.02 0.3161
H -7.96385 -1.44953 8.05394 0.09 -0.01 0.04 0.3195
H -8.41419 -0.32670 6.76983 0.06 0.06 -0.08 0.3203
```
Positions in Å, forces in eV/Å.

Net charge: -1
Calculated total energy: -130366.926 eV

=====

no.,orbital gap (eV),LUMO (Ha),HOMO (eV)
1,7.291,0.0010,-7.3
2,6.080,0.0659,-4.3